Entry 1:
Computed, not measured: a 3-piece molecular cluster, CH7O2S overall, with the ωB97M-V functional and the def2-TZVPD basis.

Each line ends with the Löwdin charge.
Positions of all 11 atoms, in Å:
C  -0.00130  0.58941  1.04426  -0.519
S  0.15171  -0.67605  -0.23374  0.621
H  -1.01367  0.98171  1.05349  -0.001
H  0.32911  0.19709  1.99992  0.040
H  0.61547  1.45466  0.78702  0.034
H  -2.63731  -0.01260  0.56422  -0.028
H  -3.20667  -0.06242  -0.77016  0.037
O  -3.39856  -0.39195  0.11829  -0.070
H  3.10461  0.53117  -1.52002  0.032
H  2.38108  0.48890  -0.17779  -0.063
O  3.12942  0.89756  -0.63182  -0.082

Output
spin multiplicity = 2
highest occupied orbital energy (alpha / beta) = -10.01 / -9.61 eV

Entry 2:
Computed, not measured: one molecule with the formula C2H3BrSi in a non-equilibrium geometry, with the ωB97M-V functional and the def2-TZVPD basis.

Each line ends with the Löwdin charge.
Positions of all 7 atoms, in Å:
C  -0.40951  -1.84271  0.01623  0.036
C  -0.15859  -0.64765  0.07821  -0.362
Si  0.84352  0.87259  -0.05100  0.446
Br  3.10064  -0.35084  0.07725  0.010
H  -0.84226  -2.79138  0.20138  0.023
H  0.60525  1.30535  1.22289  -0.103
H  0.78861  1.69699  -1.30202  -0.050

Output
spin multiplicity = 1
SMILES = C#C[SiH2]Br
highest occupied orbital energy = -9.88 eV

Entry 3:
Computed, not measured: C5H20FNO9V as an isolated structure in a non-equilibrium geometry, with the ωB97M-V functional and the def2-TZVPD basis.

Each line ends with the Löwdin charge.
Positions of all 37 atoms, in Å:
O  -0.37348  0.67396  -0.74693  -0.266
V  0.94476  0.77238  0.17369  1.102
N  3.33947  1.29982  2.39510  -0.638
O  2.50380  0.78036  1.69630  -0.122
O  4.51317  1.22261  2.09212  0.022
O  3.05546  1.95045  3.39052  0.016
F  1.18722  2.89577  -0.36553  -0.519
C  -1.39395  2.27988  1.89356  -0.069
O  -0.37321  1.26639  1.87825  -0.177
H  -2.31220  1.69270  1.90511  0.071
H  -1.32103  2.95366  2.74727  0.100
H  -1.38152  2.83951  0.95828  0.092
H  -0.14007  1.10516  2.79544  0.111
C  -1.85249  -2.21755  -2.17904  -0.097
O  -0.71627  -2.70385  -1.41765  -0.132
H  -2.71419  -2.29336  -1.51585  0.083
H  -1.62931  -1.26110  -2.65180  0.083
H  -2.07368  -2.83269  -3.05127  0.077
H  -0.73359  -3.66059  -1.49474  0.089
C  1.06228  -2.35207  1.55872  -0.097
O  0.51822  -1.44557  0.61520  -0.185
H  1.43124  -1.89192  2.47535  0.092
H  0.27628  -3.02892  1.89364  0.091
H  1.83666  -2.92016  1.04325  0.092
H  -0.03223  -2.03555  0.09507  0.044
C  3.22145  0.69509  -2.03850  -0.071
O  2.33909  -0.18770  -1.30316  -0.171
H  3.17018  0.47236  -3.10427  0.088
H  3.05459  1.75864  -1.86788  0.088
H  4.23679  0.47618  -1.70795  0.093
H  2.61950  -1.09007  -1.47257  0.112
C  -3.72383  0.94586  -1.11767  -0.150
O  -3.20778  0.10295  -0.09568  -0.151
H  -3.91629  1.94148  -0.71792  0.081
H  -3.06047  1.05298  -1.97590  0.075
H  -4.61332  0.41165  -1.45161  0.076
H  -3.74138  0.33126  0.66901  0.067

Output
spin multiplicity = 2
highest occupied orbital energy (alpha / beta) = -8.53 / -8.54 eV

Entry 4:
Computed, not measured: one molecule with the formula C20H21N3O4 in a non-equilibrium geometry, with the ωB97M-V functional and the def2-TZVPD basis.

Each line ends with the Löwdin charge.
Positions of all 48 atoms, in Å:
C  3.58957  -2.62714  -5.23427  -0.088
O  3.07021  -3.90226  -4.94067  -0.090
C  2.29551  -4.03994  -3.82786  -0.269
C  1.81348  -5.34545  -3.60732  -0.007
C  1.01792  -5.64945  -2.52900  -0.011
C  0.70127  -4.61728  -1.65463  -0.210
N  -0.05866  -4.60995  -0.51131  0.090
C  -0.08056  -3.36023  0.00713  -0.034
C  0.66426  -2.50578  -0.78037  -0.102
C  0.92004  -1.08424  -0.59801  -0.328
O  1.59884  -0.43629  -1.36621  0.099
C  0.25285  -0.47030  0.63381  -0.129
N  0.62587  0.91167  0.83267  -0.162
C  0.39109  1.41470  2.16651  -0.156
C  -1.09268  1.73085  2.44747  -0.117
N  -1.58048  2.65767  1.45418  -0.038
C  -1.95833  3.94562  1.63341  -0.390
O  -2.15630  4.69390  0.68501  0.058
C  -2.17538  4.47372  2.99514  -0.172
C  -2.28774  5.80288  3.31825  0.008
C  -2.56291  5.85850  4.70069  -0.049
C  -2.61125  4.56518  5.12219  -0.106
O  -2.37791  3.72129  4.10556  0.021
C  -1.39028  2.17178  0.09913  -0.110
C  0.08879  1.84001  -0.14430  -0.143
C  1.17591  -3.30690  -1.86064  -0.101
C  1.98159  -3.01112  -2.95780  0.054
H  2.79087  -1.89784  -5.40131  0.097
H  4.16686  -2.74781  -6.14964  0.091
H  4.24508  -2.26739  -4.43522  0.097
H  2.09268  -6.10494  -4.31991  0.115
H  0.65442  -6.65341  -2.36984  0.109
H  -0.52253  -5.41319  -0.12010  0.161
H  -0.62776  -3.15695  0.90807  0.126
H  -0.83503  -0.62895  0.52686  0.126
H  0.58744  -1.04024  1.50484  0.133
H  0.96864  2.33870  2.27373  0.128
H  0.75821  0.69283  2.89945  0.120
H  -1.68607  0.80951  2.38717  0.127
H  -1.19579  2.14012  3.44784  0.112
H  -2.18175  6.61997  2.63577  0.119
H  -2.70878  6.73594  5.29611  0.103
H  -2.79701  4.12870  6.08409  0.122
H  -2.01332  1.28096  -0.04227  0.124
H  -1.72224  2.95270  -0.58529  0.121
H  0.67331  2.76174  -0.07322  0.134
H  0.22569  1.42493  -1.14130  0.115
H  2.33115  -2.00193  -3.09073  0.101

Output
spin multiplicity = 1
SMILES = COc1ccc2[nH]cc(C(=O)CN3CCN(C(=O)c4ccco4)CC3)c2c1
highest occupied orbital energy = -8.03 eV